Record 1
ORCA calculation (wB97M-V/def2-TZVPD) on a structure of composition C5H8O.

Energy above the lowest of the compared OMol25 structures with the same formula, charge and spin   436.4 kJ/mol
E_tot   -270.3917 Ha
Frontier orbital gap   8.78 eV
LUMO energy   0.93 eV

Element x y z (Å)
O 0.873 -0.166 1.166
C 1.014 1.284 -0.674
C -0.234 -0.574 0.390
C 0.037 1.088 -1.694
C -0.422 0.020 -0.765
C -0.934 -1.691 1.117
H 0.539 0.430 1.842
H -0.196 -2.471 1.340
H -1.778 -2.132 0.589
H 2.014 0.853 -0.733
H 0.940 2.090 0.061
H -0.699 1.875 -1.790
H 0.415 0.685 -2.622
H -1.286 -1.320 2.091

Record 2
ORCA calculation (wB97M-V/def2-TZVPD) on a cluster of 11 separate species, C44H55F33O22 in total.

Energy above the lowest of the compared OMol25 structures with the same formula, charge and spin   187.5 kJ/mol
E_tot   -6660.6223 Ha
SMILES   CCOC(=O)C(F)(F)F.CCOC(=O)C(F)(F)F.CCOC(=O)C(F)(F)F.CCOC(=O)C(F)(F)F.CCOC(=O)C(F)(F)F.CCOC(=O)C(F)(F)F.CCOC(=O)C(F)(F)F.CCOC(=O)C(F)(F)F.CCOC(=O)C(F)(F)F.CCOC(=O)C(F)(F)F.CCOC(=O)C(F)(F)F
Frontier orbital gap   11.19 eV
LUMO energy   0.12 eV

Element x y z (Å)
F 2.908 -5.039 -3.579
F -6.268 2.896 -1.343
F -3.733 5.480 6.276
F 3.610 -2.125 -0.541
F -1.781 0.825 3.243
F -0.478 -4.569 8.974
F -7.459 3.190 0.452
F -5.351 3.097 0.627
F 4.358 -3.833 -2.523
F -2.383 -6.192 0.746
F -1.867 4.377 6.201
F 1.398 -5.475 8.386
F -4.315 10.304 2.248
F -1.113 -2.318 -5.440
F -3.043 0.981 1.461
F 2.715 -2.867 -3.526
F 5.544 -2.758 0.178
F -1.299 2.228 1.656
F -3.938 9.926 0.125
F -0.307 -5.988 1.314
F 6.545 4.533 -1.789
F 2.901 2.312 -4.256
F 4.512 5.136 -2.123
F -2.341 -3.846 -4.590
F -0.835 -2.847 -3.337
F 3.920 -2.471 1.593
F -3.491 3.659 7.434
F 2.913 0.171 -4.146
F 5.902 6.476 -1.116
F 0.967 -3.322 8.052
F -2.293 10.191 1.517
F -1.223 -4.427 0.093
F 2.257 1.241 -2.415
O 3.893 4.085 0.127
O 5.222 0.162 -3.291
O -0.648 -6.043 6.582
O 0.169 -0.342 1.670
O 6.149 -0.343 0.919
O -3.604 -1.352 -4.797
O 5.846 4.675 1.056
O -4.599 7.625 1.890
O -0.367 -7.702 -0.721
O -5.421 0.473 0.520
O -7.600 0.560 -0.011
O -4.374 2.389 5.284
O -3.229 3.722 3.943
O -1.427 -0.616 0.160
O -2.355 7.659 1.797
O -0.656 -5.842 -1.973
O 5.404 -4.371 -5.069
O -2.769 -1.287 -2.669
O 4.014 0.293 0.493
O 3.976 -2.815 -5.722
O 5.050 2.130 -2.235
O 0.105 -4.104 5.715
C -0.278 -3.061 3.641
C -5.002 1.581 4.306
C -0.102 -4.974 6.667
C -6.382 2.587 -0.054
C 6.652 0.988 1.021
C 1.919 3.273 1.182
C -3.508 9.690 1.367
C 4.403 -3.726 -4.878
C 5.124 4.640 0.110
C -1.194 -5.728 0.349
C 3.582 -3.883 -3.592
C -2.212 6.289 2.081
C -0.662 -1.682 -0.415
C 4.476 -2.018 0.471
C -7.741 -0.882 0.005
C -6.393 1.066 0.131
C -1.788 1.015 1.918
C -1.725 -2.691 -4.314
C -0.724 -6.572 -0.853
C -3.045 1.159 -2.166
C 5.992 -2.028 -6.932
C 4.852 -0.538 0.664
C 4.595 1.278 -2.943
C -3.190 4.275 6.288
C 0.486 -4.574 8.035
C 3.112 1.304 -3.422
C 3.416 3.485 1.318
C -2.440 5.349 0.883
C -9.205 -1.235 -0.332
C 6.554 -0.044 -2.827
C -3.641 3.465 5.039
C -6.150 2.319 3.642
C 6.687 1.485 2.460
C -0.923 -0.054 1.271
C -3.568 8.201 1.702
C -0.459 -4.329 4.416
C 0.385 -1.048 -1.344
C -1.574 -7.181 -3.821
C -0.335 -6.521 -3.197
C 5.515 5.209 -1.264
C -3.663 -0.258 -2.224
C 6.686 -1.544 -2.749
C 4.607 -2.637 -6.995
C -2.844 -1.674 -3.933
H 3.985 -1.945 -7.565
H -1.525 -4.560 4.448
H 1.702 2.877 0.188
H 5.687 1.665 2.851
H -9.839 -0.981 0.514
H 6.692 0.402 -1.841
H -6.989 -1.298 -0.662
H -2.507 4.314 1.215
H 7.731 -1.860 -2.706
H 6.017 -0.995 -6.581
H 3.864 2.493 1.386
H 6.056 1.676 0.416
H 0.091 -5.739 -3.823
H -6.615 1.783 2.817
H -6.968 2.455 4.356
H 3.711 4.083 2.181
H -2.057 1.215 -1.712
H 0.748 -2.712 3.519
H -7.564 -1.209 1.030
H -3.929 -0.529 -1.204
H 7.671 1.050 0.642
H 1.417 4.242 1.217
H -3.366 5.496 0.329
H 7.180 2.459 2.429
H -9.258 -2.317 -0.456
H 0.042 -0.203 -1.938
H -2.857 6.047 2.931
H -4.578 -0.257 -2.815
H 6.657 -2.575 -6.265
H 0.440 -7.285 -3.120
H 1.282 -0.789 -0.780
H 6.299 -2.030 -3.645
H 6.225 -1.966 -1.858
H -0.183 -2.287 0.352
H -2.082 -7.724 -3.028
H -3.665 1.823 -1.565
H -5.892 3.344 3.377
H -1.216 6.213 2.518
H 1.478 2.598 1.912
H 7.228 0.417 -3.551
H -5.408 0.731 4.851
H -0.788 -2.166 4.009
H 0.017 -5.181 3.932
H -1.268 -2.381 -0.982
H 6.423 -2.009 -7.933
H 0.771 -1.770 -2.065
H -4.314 1.235 3.536
H -3.008 1.553 -3.182
H -1.371 -7.659 -4.777
H 7.312 0.810 3.042
H -9.496 -0.771 -1.271
H 4.506 -3.516 -7.633
H -1.571 5.498 0.242
H -2.198 -6.351 -4.162
H -0.731 -3.092 2.646

Record 3
ORCA calculation (wB97M-V/def2-TZVPD) on the molecule C5H10O2.

Energy above the lowest of the compared OMol25 structures with the same formula, charge and spin   82.9 kJ/mol
E_tot   -346.9938 Ha
SMILES   CC(=O)C(C)(C)O
Frontier orbital gap   10.72 eV
LUMO energy   0.84 eV

Element x y z (Å)
O -1.947 -0.290 -0.994
O -1.125 1.599 0.546
C 0.825 1.160 -0.796
C -0.326 -1.933 -0.555
C 0.569 0.271 1.548
C -0.161 0.616 0.253
C -0.904 -0.550 -0.423
H -0.098 -0.193 2.280
H 1.239 2.099 -0.419
H 0.296 1.369 -1.732
H 1.425 -0.389 1.371
H -1.113 -2.676 -0.396
H -0.045 -2.002 -1.609
H 1.648 0.465 -1.001
H 0.947 1.203 1.980
H 0.532 -2.152 0.085
H -1.835 1.443 -0.103